# C15H27CoN5O6

A molecular structure, C15H27CoN5O6 in a non-equilibrium geometry (ωB97M-V/def2-TZVPD, the Open Molecules 2025 dataset).

## Properties
* ⟨S²⟩: 4.15
* total charge: 0
* gap between HOMO and LUMO (alpha / beta): 6.85 / 5.89 eV
* spin multiplicity: 4

Element x y z (Å)
O  -0.926  -1.235  -4.189
H  -1.195  -1.520  -5.086
Co  -0.543  0.268  -1.310
N  1.006  -0.898  -1.400
N  -1.150  -1.562  -0.501
N  0.270  1.812  -0.794
N  -1.781  1.087  0.075
O  2.228  -0.513  -1.570
O  1.625  1.986  -1.036
O  -2.730  0.486  0.813
O  -2.132  -1.857  0.290
C  -0.472  -2.643  -0.961
C  0.756  -2.239  -1.539
C  -0.375  2.841  -0.172
C  -1.562  2.370  0.442
C  1.659  -3.054  -2.366
H  1.509  -2.795  -3.436
H  1.447  -4.129  -2.236
H  2.695  -2.815  -2.083
C  -1.087  -3.996  -0.858
H  -2.081  -4.036  -1.330
H  -1.241  -4.309  0.186
H  -0.475  -4.763  -1.342
C  0.139  4.229  -0.137
C  -2.411  3.108  1.433
H  0.735  4.380  -1.046
H  0.766  4.373  0.756
H  -0.693  4.953  -0.126
H  -3.082  2.450  2.006
H  -3.037  3.869  0.941
H  -1.766  3.653  2.142
H  1.921  0.992  -1.239
H  -2.537  -0.558  0.626
C  -2.302  -0.131  -2.818
H  -1.963  -0.920  -3.543
H  -2.294  0.839  -3.310
H  -3.213  -0.380  -2.233
O  0.054  0.660  -3.056
H  -0.262  -0.077  -3.773
H  0.400  1.517  -3.444
C  2.656  -0.060  5.151
C  1.943  -0.099  3.835
C  2.560  0.448  2.704
C  1.879  0.390  1.488
N  0.665  -0.136  1.354
C  0.075  -0.659  2.423
C  0.671  -0.673  3.690
H  3.620  -0.579  5.081
H  2.861  0.979  5.447
H  2.047  -0.538  5.922
H  3.546  0.916  2.723
H  2.351  0.801  0.605
H  -0.910  -1.103  2.279
H  0.136  -1.132  4.523

=====

# C15H27CrF3N2O16S2

A molecular structure, C15H27CrF3N2O16S2 in a non-equilibrium geometry (ωB97M-V/def2-TZVPD, the Open Molecules 2025 dataset).

## Properties
* ⟨S²⟩: 6.01
* total charge: 0
* gap between HOMO and LUMO (alpha / beta): 5.44 / 6.26 eV
* spin multiplicity: 5

Element x y z (Å)
Cr  -0.247  1.491  3.015
N  0.647  1.212  1.248
S  0.584  1.682  -0.186
O  0.195  0.758  -1.217
O  1.532  2.717  -0.610
F  -0.767  2.492  0.041
S  2.152  0.279  0.966
O  3.093  0.454  2.077
O  2.693  -0.089  -0.372
F  1.425  -1.075  1.481
N  0.214  -1.502  4.684
O  -0.824  -1.595  5.297
O  0.624  -0.456  4.074
O  1.007  -2.407  4.910
C  3.333  5.513  -1.528
C  3.129  5.921  -0.168
O  3.845  7.124  -0.142
C  4.801  7.115  -1.101
O  5.791  7.849  -1.201
O  4.477  6.187  -2.005
F  3.595  4.984  0.688
H  2.512  5.828  -2.172
H  3.400  4.434  -1.667
H  2.092  6.098  0.118
O  -1.537  1.874  -4.679
C  -1.468  0.672  -5.002
O  -2.303  0.000  -5.839
C  -3.429  0.646  -6.373
C  -4.686  -0.212  -6.120
C  -0.142  -0.078  -4.641
H  -3.234  0.503  -7.436
H  -3.498  1.709  -6.143
H  -5.499  0.122  -6.764
H  -4.975  -0.135  -5.072
H  -4.503  -1.274  -6.282
H  0.635  0.029  -5.398
H  -0.405  -1.136  -4.633
H  0.410  0.185  -3.739
O  1.962  -4.398  3.208
C  1.752  -4.290  2.000
O  2.674  -4.197  1.023
C  4.090  -4.031  1.386
C  4.347  -2.443  1.366
C  0.387  -4.478  1.357
H  4.642  -4.586  0.628
H  4.446  -4.489  2.309
H  5.436  -2.387  1.358
H  3.965  -1.891  2.224
H  4.136  -2.032  0.379
H  0.322  -5.536  1.102
H  0.289  -3.682  0.619
H  -0.420  -4.288  2.064
O  -2.001  0.263  2.842
C  -2.540  -0.791  2.440
O  -3.745  -1.202  2.788
C  -4.557  -0.478  3.624
C  -5.875  -1.161  3.908
C  -1.761  -1.798  1.541
H  -4.824  0.450  3.118
H  -4.122  -0.213  4.587
H  -6.589  -0.388  4.194
H  -5.726  -1.867  4.725
H  -6.149  -1.763  3.042
H  -1.052  -1.330  0.858
H  -2.467  -2.409  0.978
H  -1.287  -2.505  2.221

=====

# C15H27GeInN3OSSi

A molecular structure, C15H27GeInN3OSSi in a non-equilibrium geometry (ωB97M-V/def2-TZVPD, the Open Molecules 2025 dataset).

## Properties
* total charge: -1
* gap between HOMO and LUMO: 6.31 eV

Element x y z (Å)
In  0.842  1.022  0.411
C  -2.342  -4.592  3.551
Si  -1.338  -3.811  2.106
C  0.471  -4.331  2.222
C  -2.089  -4.210  0.443
C  -1.428  -1.944  2.446
C  -2.260  -1.336  3.399
C  -2.194  0.019  3.754
C  -1.451  0.837  2.953
N  -0.681  0.319  2.015
C  -0.582  -1.038  1.815
S  0.575  -1.523  0.648
H  -2.356  -5.707  3.384
H  -3.353  -4.238  3.724
H  -1.779  -4.289  4.443
H  1.066  -3.923  1.453
H  0.700  -5.399  2.499
H  0.802  -3.909  3.171
H  -2.167  -5.274  0.380
H  -1.420  -3.889  -0.375
H  -3.081  -3.626  0.411
H  -2.839  -2.051  4.012
H  -2.715  0.500  4.614
H  -1.413  1.958  3.182
C  -0.034  5.275  -1.159
Ge  0.900  3.628  -1.778
C  2.719  3.859  -1.046
C  0.902  3.649  -3.856
C  0.183  1.992  -1.221
H  0.284  6.294  -1.513
H  0.049  5.304  -0.037
H  -1.111  5.147  -1.307
H  3.527  4.331  -1.623
H  3.113  2.866  -0.888
H  2.580  4.300  -0.051
H  0.917  4.621  -4.309
H  -0.123  3.256  -3.998
H  1.571  3.025  -4.490
H  -0.766  1.662  -1.602
N  3.477  1.604  2.295
C  2.533  1.436  1.681
C  0.130  -0.648  -3.719
C  1.628  -0.262  -3.901
N  2.194  0.422  -2.902
O  2.179  -0.656  -4.941
H  0.176  -1.463  -3.049
H  -0.229  -0.847  -4.710
H  -0.409  0.177  -3.218
H  1.499  0.836  -2.247
H  3.145  0.624  -3.072

=====

# C15H27N3O4S

C15H27N3O4S in the gas phase in a non-equilibrium geometry (ωB97M-V/def2-TZVPD, the Open Molecules 2025 dataset).

## Properties
* total charge: 0
* gap between HOMO and LUMO: 10.06 eV

Element x y z (Å)
O  -2.610  -1.876  0.691
C  -1.950  -0.877  0.894
N  -2.453  0.231  1.489
C  -3.874  0.432  1.608
C  -4.395  1.332  0.464
C  -5.913  1.198  0.292
C  -6.036  -0.006  -0.650
C  -4.634  -0.129  -1.280
O  -3.854  0.946  -0.779
C  -0.489  -0.746  0.491
C  -0.453  -0.317  -0.982
C  0.994  0.011  -1.367
N  1.948  -0.843  -0.683
S  2.822  -0.067  0.498
O  2.048  0.892  1.234
O  3.532  -1.062  1.243
N  3.823  0.816  -0.521
C  4.839  -0.024  -1.128
C  6.056  0.006  -0.183
C  5.788  1.192  0.760
C  4.550  1.872  0.163
C  1.434  -2.154  -0.334
C  0.261  -2.073  0.654
H  -1.872  1.055  1.521
H  -4.331  -0.558  1.545
H  -4.113  0.886  2.574
H  -4.070  2.364  0.636
H  -6.309  2.097  -0.179
H  -6.419  1.045  1.243
H  -6.285  -0.912  -0.100
H  -6.801  0.155  -1.407
H  -4.645  -0.032  -2.368
H  -4.164  -1.083  -1.013
H  -0.003  0.030  1.089
H  -0.837  -1.136  -1.593
H  -1.091  0.552  -1.148
H  1.246  1.034  -1.086
H  1.141  -0.100  -2.447
H  4.426  -1.021  -1.263
H  5.085  0.400  -2.106
H  6.980  0.135  -0.746
H  6.115  -0.922  0.381
H  5.554  0.828  1.759
H  6.633  1.875  0.822
H  3.896  2.322  0.907
H  4.829  2.623  -0.583
H  2.265  -2.709  0.102
H  1.135  -2.639  -1.267
H  -0.435  -2.895  0.477
H  0.636  -2.148  1.675

=====

no.,molar mass (g mol⁻¹)
1,432.34
2,664.50
3,512.98
4,345.46